# 1
C30H55BCl22F5IO7S2 | wB97M-V/def2-TZVPD

The calculation puts the LUMO energy at 0.073 eV. The value obtained for the highest occupied orbital energy is -9.50 eV. As for the molar mass: 1604.569 g mol⁻¹. As for the energy relative to the best compared isomer or geometry (same formula, charge and spin): 0.0 kcal/mol.

Last column: Löwdin charge in e.
Positions of all 123 atoms, in Å:
1 O -1.2378 1.6077 3.2446  -0.3864
2 S -0.3876 2.2657 2.3233  0.8985
3 O -0.0564 1.2695 1.0783  -0.2963
4 C -1.1765 0.6119 0.4877  -0.3211
5 C -0.6215 -0.6084 -0.2705  -0.0793
6 B 0.5481 -0.2515 -1.2738  -0.6924
7 O 0.3483 -0.6007 -2.5822  0.1145
8 O 1.7421 0.3629 -0.9161  0.1095
9 C -2.0125 1.4774 -0.4893  -0.1130
10 C -3.4794 1.4529 -0.0623  -0.4132
11 F -3.6700 1.7180 1.2212  0.1481
12 F -3.8719 0.1673 -0.2384  0.1321
13 C -4.4265 2.2913 -0.9502  -0.6325
14 F -5.6222 1.7182 -0.9222  0.1801
15 F -4.5960 3.4980 -0.5022  0.2150
16 F -4.0601 2.2898 -2.1893  0.2258
17 C -1.4659 2.8763 -0.8284  -0.1118
18 C -1.0432 3.8130 0.3418  -0.8390
19 I 1.0946 4.3482 0.2283  1.0362
20 C -1.7967 5.1573 0.1664  -0.2618
21 S -1.3314 6.1262 -1.3016  0.5834
22 O -2.5631 6.5942 -1.8432  -0.3421
23 O -0.4131 7.1526 -0.9763  -0.3572
24 O -1.4185 3.3772 1.6093  -0.3438
25 H -1.8435 0.1994 1.2329  0.0816
26 H -1.4496 -0.9981 -0.8638  0.0995
27 H -0.3442 -1.4089 0.4293  0.0180
28 H 1.1858 -0.5050 -3.0880  -0.0137
29 H 1.7890 1.2143 -1.3745  0.0617
30 H -2.0168 0.9378 -1.4310  0.1539
31 H -0.5798 2.7203 -1.4374  0.0953
32 H -2.1462 3.4224 -1.4715  0.1033
33 H -2.8718 5.0135 0.1668  0.0957
34 H -1.5336 5.8048 0.9973  0.1062
35 H -0.8168 5.2279 -2.1927  0.0731
36 Cl -4.9295 2.9207 6.5475  0.5436
37 C -5.6977 2.6978 4.9549  -0.6585
38 C -4.6614 2.7721 3.8661  -0.6714
39 Cl -4.0062 4.4166 3.6748  0.5819
40 H -6.4775 3.4448 4.8354  0.0414
41 H -6.1672 1.7152 4.9595  0.0746
42 H -5.0992 2.4960 2.9089  0.0615
43 H -3.8294 2.0992 4.0680  0.0509
44 Cl -0.8397 -3.5759 0.0409  0.6512
45 C -0.3446 -5.0943 0.8383  -0.6265
46 C 0.1463 -4.8543 2.2417  -0.7044
47 Cl 1.6986 -3.9720 2.2642  0.5472
48 H 0.4203 -5.5642 0.2245  0.0708
49 H -1.2180 -5.7454 0.8541  0.0534
50 H 0.3118 -5.8088 2.7382  -0.0087
51 H -0.5700 -4.2846 2.8239  -0.0202
52 Cl 0.2011 1.5499 6.6181  0.5960
53 C -1.4999 1.0881 6.8778  -0.6596
54 C -1.6344 -0.1742 7.6893  -0.6528
55 Cl -1.0730 -1.6120 6.7950  0.5425
56 H -1.9697 0.9879 5.9014  0.0489
57 H -1.9756 1.9150 7.4025  0.0590
58 H -2.6830 -0.3417 7.9316  0.0706
59 H -1.0724 -0.1141 8.6182  0.0670
60 Cl 5.3906 1.9133 -2.5795  0.5510
61 C 5.0520 0.2481 -3.1151  -0.6467
62 C 4.1771 0.2170 -4.3422  -0.6094
63 Cl 2.5195 0.7687 -3.9839  0.6704
64 H 4.5952 -0.2853 -2.2842  0.0698
65 H 6.0110 -0.2166 -3.3389  0.0748
66 H 4.0965 -0.8027 -4.7163  0.0806
67 H 4.5728 0.8415 -5.1388  0.0270
68 Cl 1.6675 -0.2437 -7.1698  0.5498
69 C 2.1596 0.4156 -8.7513  -0.6693
70 C 3.6549 0.5637 -8.8628  -0.7064
71 Cl 4.2820 1.8525 -7.7947  0.5612
72 H 1.6526 1.3674 -8.8914  0.0699
73 H 1.8026 -0.2786 -9.5093  0.0461
74 H 3.9234 0.8405 -9.8812  0.0685
75 H 4.1688 -0.3549 -8.6141  0.0029
76 Cl -1.7809 -1.7665 3.0325  0.6398
77 C -3.5058 -2.2064 3.1494  -0.6129
78 C -3.7477 -3.4259 4.0024  -0.6245
79 Cl -3.1450 -4.9241 3.2435  0.6125
80 H -3.8835 -2.3459 2.1383  0.0740
81 H -4.0134 -1.3500 3.5925  0.0721
82 H -4.8185 -3.5608 4.1477  0.0747
83 H -3.2765 -3.3288 4.9781  0.0560
84 Cl -9.9605 3.1377 9.6885  0.5373
85 C -8.4064 3.7719 9.0894  -0.6697
86 C -8.5670 4.5629 7.8173  -0.6568
87 Cl -9.0189 3.5294 6.4363  0.5488
88 H -7.7306 2.9313 8.9511  0.0616
89 H -8.0030 4.4140 9.8708  0.0734
90 H -7.6212 5.0384 7.5604  0.0681
91 H -9.3239 5.3365 7.9193  0.0686
92 Cl 6.9506 -1.2729 -10.7381  0.5405
93 C 6.1284 -2.6514 -11.5144  -0.6550
94 C 4.6601 -2.3862 -11.7172  -0.6311
95 Cl 3.7763 -2.3285 -10.1691  0.6221
96 H 6.2961 -3.5322 -10.8991  0.0661
97 H 6.6111 -2.8097 -12.4776  0.0758
98 H 4.2169 -3.1870 -12.3068  0.0749
99 H 4.4927 -1.4455 -12.2364  0.0711
100 Cl 5.3450 5.0599 6.4406  0.5343
101 C 3.7251 4.7684 7.1253  -0.6659
102 C 2.9760 3.6923 6.3825  -0.6881
103 Cl 2.5125 4.2059 4.7401  0.5383
104 H 3.1819 5.7101 7.1150  0.0674
105 H 3.8694 4.4650 8.1613  0.0714
106 H 2.0535 3.4553 6.9105  0.0109
107 H 3.5647 2.7819 6.2970  0.0717
108 Cl 0.1714 -7.8537 4.2021  0.5858
109 C -1.5128 -8.0800 4.7396  -0.6496
110 C -2.2030 -9.1861 3.9855  -0.6570
111 Cl -2.4839 -8.7533 2.2786  0.5354
112 H -2.0338 -7.1327 4.6203  0.0204
113 H -1.4770 -8.3208 5.8011  0.0745
114 H -3.1787 -9.3788 4.4290  0.0734
115 H -1.6259 -10.1072 4.0098  0.0679
116 Cl 9.3593 -4.5529 -9.1698  0.5327
117 C 10.9224 -3.9403 -9.7641  -0.6638
118 C 10.7994 -3.3120 -11.1290  -0.6658
119 Cl 10.4461 -4.5159 -12.3958  0.5299
120 H 11.6291 -4.7664 -9.7643  0.0677
121 H 11.2652 -3.1949 -9.0481  0.0730
122 H 11.7402 -2.8347 -11.3991  0.0729
123 H 10.0132 -2.5606 -11.1506  0.0485

---

# 2
C30H55Br2N4O9P | wB97M-V/def2-TZVPD

The calculation puts the LUMO energy at -1.666 eV. The value obtained for the highest occupied orbital energy is -7.61 eV. As for the molar mass: 806.571 g mol⁻¹. The SMILES is C=Cc1nc2c(N)c(P(O)Br)c(C)c(N=C(C)C)c2nc1Br.COCCOC.COCCOC.COCCOC.COCCOC.

Last column: Löwdin charge in e.
Positions of all 101 atoms, in Å:
1 C 7.3311 -0.3066 0.9609  -0.0092
2 C 6.4270 -0.9867 1.9729  -0.1153
3 C 4.9498 -0.2775 2.2712  -0.1791
4 N 4.5322 0.8575 1.3821  0.0756
5 C 3.1725 1.4155 1.7125  -0.0808
6 C 2.6540 2.7101 0.7850  -0.1337
7 N 3.4954 3.2658 -0.3690  0.0013
8 C 1.1922 3.3655 1.1343  -0.2733
9 P 0.3649 4.8562 0.1950  0.5355
10 O -0.7119 4.0979 -1.0015  -0.4329
11 Br 1.8595 6.1437 -0.8907  0.2094
12 C 0.2038 2.7652 2.3445  -0.1032
13 C -1.2656 3.4930 2.6826  -0.1240
14 C 0.7483 1.4362 3.1819  -0.1281
15 N -0.2395 0.8561 4.2203  0.0368
16 C -1.1483 0.2215 3.3551  -0.2636
17 C -2.7801 0.5683 3.3507  -0.0704
18 C -0.6824 -0.8207 2.1569  -0.0770
19 C 2.2552 0.7722 2.8967  -0.0936
20 N 2.6038 -0.3678 3.8186  0.0587
21 C 3.9879 -0.8258 3.4548  -0.5037
22 Br 4.6863 -2.3667 4.5976  0.5995
23 H 7.0976 -0.3646 -0.1898  0.0763
24 H 8.3109 0.2447 1.3186  0.0769
25 H 6.7936 -1.9906 2.4845  0.0948
26 H 4.4595 2.8740 -0.3732  0.0710
27 H 2.9807 3.1106 -1.2629  0.0775
28 H -1.4873 4.7405 -1.1453  0.0529
29 H -1.5435 3.1698 3.7669  0.0693
30 H -2.1108 3.1950 1.9342  0.0749
31 H -1.1435 4.6627 2.6763  0.0676
32 H -3.4736 -0.3707 3.3267  0.0744
33 H -2.9493 1.1132 2.3012  0.0916
34 H -3.0770 1.3337 4.1903  0.0852
35 H -1.6465 -1.3757 1.7256  0.0856
36 H 0.0677 -1.6476 2.4991  0.0815
37 H -0.2229 -0.2484 1.2144  0.0913
38 C -5.7605 -4.1135 5.7151  -0.1093
39 O -6.4088 -4.7686 4.6282  -0.1968
40 C -6.4584 -3.9529 3.4536  -0.1950
41 C -5.3653 -4.3461 2.4548  -0.1951
42 O -4.0602 -4.0743 2.9758  -0.2080
43 C -3.4269 -5.2437 3.4875  -0.1088
44 H -5.5112 -4.8644 6.4687  0.0900
45 H -4.8410 -3.6121 5.4052  0.0810
46 H -6.4444 -3.3832 6.1574  0.0867
47 H -6.3889 -2.8900 3.7147  0.1224
48 H -7.4357 -4.1231 2.9899  0.1226
49 H -5.4801 -3.7398 1.5499  0.1215
50 H -5.4553 -5.4003 2.1647  0.1255
51 H -3.0497 -5.8480 2.6607  0.0859
52 H -4.1070 -5.8428 4.1017  0.0846
53 H -2.5844 -4.9303 4.1102  0.0903
54 C 3.7219 -2.4394 -0.8912  -0.1001
55 O 4.4745 -3.1771 0.0681  -0.2057
56 C 3.6623 -3.6559 1.1445  -0.2044
57 C 3.2993 -5.1322 0.9555  -0.1861
58 O 2.4571 -5.3203 -0.1864  -0.1983
59 C 3.1804 -5.7870 -1.3219  -0.1078
60 H 4.3221 -2.3455 -1.7994  0.0938
61 H 2.7809 -2.9324 -1.1447  0.0708
62 H 3.5169 -1.4391 -0.4987  0.0774
63 H 2.7615 -3.0403 1.2559  0.1233
64 H 4.2555 -3.5543 2.0593  0.0603
65 H 2.7320 -5.4703 1.8293  0.1243
66 H 4.1998 -5.7544 0.8800  0.1264
67 H 3.3898 -6.8523 -1.2109  0.0857
68 H 4.1181 -5.2398 -1.4640  0.0855
69 H 2.5565 -5.6392 -2.2078  0.0817
70 C -3.3192 6.7697 -3.9251  -0.1073
71 O -2.0846 6.6383 -3.2256  -0.2130
72 C -0.9726 6.4772 -4.1115  -0.1942
73 C -0.2127 7.7944 -4.2983  -0.1939
74 O -1.0162 8.7694 -4.9707  -0.1969
75 C -1.5884 9.7139 -4.0702  -0.1096
76 H -4.0672 7.1594 -3.2304  0.0893
77 H -3.2419 7.4532 -4.7734  0.0841
78 H -3.6426 5.7854 -4.2763  0.0872
79 H -1.2993 6.0713 -5.0765  0.1265
80 H -0.3009 5.7468 -3.6483  0.1056
81 H 0.6617 7.6100 -4.9316  0.1248
82 H 0.1464 8.1835 -3.3374  0.1151
83 H -0.8309 10.4399 -3.7699  0.0859
84 H -2.0087 9.2310 -3.1820  0.0835
85 H -2.3939 10.2379 -4.5923  0.0895
86 C 0.1219 -0.3587 -4.6557  -0.1083
87 O 0.8745 -1.0963 -3.6964  -0.1986
88 C 0.0623 -1.5751 -2.6201  -0.1928
89 C -0.3007 -3.0515 -2.8091  -0.1884
90 O -1.1429 -3.2396 -3.9510  -0.1952
91 C -0.4196 -3.7063 -5.0865  -0.1096
92 H 0.7221 -0.2648 -5.5639  0.0891
93 H -0.8191 -0.8517 -4.9093  0.0830
94 H -0.0831 0.6416 -4.2632  0.0858
95 H -0.8385 -0.9596 -2.5087  0.1256
96 H 0.6555 -1.4736 -1.7052  0.1109
97 H -0.8680 -3.3896 -1.9352  0.1249
98 H 0.5998 -3.6737 -2.8845  0.1149
99 H -0.2102 -4.7716 -4.9754  0.0847
100 H 0.5181 -3.1591 -5.2285  0.0838
101 H -1.0435 -3.5585 -5.9724  0.0895